(1)
Density functional theory data (ωB97M-V/def2-TZVPD) for a cluster of 9 separate species, C51H123N9O9 in total at a distorted geometry.

## Properties
orbital gap: 8.19 eV
SMILES: CC1(C)CCCC(C)(C)N1O.CC1(C)CCCC(C)(C)N1O.CC1(C)CCCC(C)(C)N1O.COC[C@H](C)N.COC[C@H](C)N.COC[C@H](C)N.COC[C@H](C)N.COC[C@H](C)N.COC[C@H](C)N
energy relative to the best compared isomer or geometry (same formula, charge and spin): 77.1 kcal/mol

Structure (ORCA input):
```
! RIJCOSX wB97M-V def2-TZVPD def2/J DEFGRID3
* xyz 0 1
O 2.19812 0.57331 3.93967
O 2.01473 4.97402 0.80248
O 6.21863 -1.22930 1.54919
O -2.19294 2.23530 -3.73194
O -0.11116 -1.39052 -1.61338
O -3.16023 -0.88126 -6.85907
O 1.38276 -3.65982 -5.27826
O 1.77746 -6.71722 3.83338
O -2.52334 -0.16744 3.37226
N -5.44795 2.99528 -2.21515
N 3.76299 -3.79197 0.45865
N 2.32661 1.53951 4.84873
N -4.42589 -2.52792 -8.86970
N -3.22067 -1.00613 2.51083
N 1.65667 5.27748 -0.48598
N 2.52791 -2.62407 -1.85710
N -0.03874 -0.30733 1.94257
N 1.63995 -3.10431 2.85357
C 0.23460 5.40719 -0.74077
C 2.63943 3.16164 -1.68798
C -5.38694 0.21474 2.66546
C 0.74881 3.01012 3.52683
C 3.75057 2.09802 4.95344
C -4.59739 -1.06406 -6.81083
C -4.13414 -2.55935 4.34873
C -4.83659 -1.27021 0.71911
C -5.26316 -2.62743 1.33370
C -0.52534 -1.35393 -0.28375
C 1.53931 0.00336 0.17851
C 1.11985 2.37203 4.89602
C 4.76979 0.97065 5.30437
C 0.65172 -5.11907 1.72035
C -3.52386 2.78199 -3.65310
C -0.51155 4.09028 -0.53871
C -3.66579 0.87310 0.98112
C -4.26934 2.19277 -2.46634
C 2.59071 4.25369 6.04635
C 2.20137 5.27154 -2.93508
C 1.23374 3.46855 6.05481
C 0.05948 -0.12219 0.51385
C -1.46205 2.56937 -4.93681
C 1.13511 -4.50062 3.04290
C -4.04505 -3.35242 1.94577
C 0.69761 5.18542 -3.27115
C -0.62184 -0.41927 -2.47412
C 6.33464 0.13222 1.76261
C 4.06374 5.25999 -1.28594
C -0.33834 6.48757 0.17429
C 0.25451 -3.51913 -6.11930
C -5.14614 -1.41240 -8.23502
C -1.99130 -3.01847 3.33576
C -3.35698 -2.43911 3.01456
C 5.89310 -3.39115 -0.47185
C -0.08843 1.56630 5.40307
C 2.61743 4.69631 -1.49655
C 5.06856 -3.21039 0.76805
C -6.62172 -1.76954 -8.22603
C 2.52426 -3.31816 -3.13217
C 4.19979 2.75203 3.65909
C -4.24594 -0.28353 1.79096
C -4.64234 0.76321 -2.58554
C 2.51093 -4.81996 -2.78919
C 4.92523 -1.73051 1.20092
C 2.56806 -7.42905 4.79775
C -2.47324 -1.04797 -5.64219
C -0.07459 5.92220 -2.22282
C 3.80689 3.24817 6.06638
C 2.22814 -5.39811 3.69749
C 1.38343 -2.84853 -4.10065
H -0.16482 6.48438 1.25038
H -5.80249 -0.95705 0.32281
H 0.38673 0.46124 2.44094
H 1.77193 0.34828 -0.82896
H -6.92019 -1.70974 -9.27266
H 1.72312 -5.00672 -2.05941
H -3.31336 -3.75599 1.24585
H -2.95432 0.47933 0.25528
H 2.66644 4.98752 6.84876
H -0.60207 -3.85425 -5.53444
H -5.68697 2.93421 -1.23574
H -2.05690 2.41323 -5.83675
H 2.31398 -5.44520 -3.66004
H -1.02875 3.56876 -4.89732
H 6.37318 0.73724 0.85676
H -5.24039 0.57632 -3.47746
H -1.41226 6.44289 -0.00680
H -3.60819 3.86521 -3.74050
H 0.26456 4.19381 -3.13974
H -0.31489 3.35222 -1.31633
H 0.39919 -2.96134 -3.64606
H -3.67797 -2.08038 5.21510
H -0.15233 2.56324 3.10691
H 6.92308 -3.03674 -0.43144
H 1.99468 0.73787 0.84277
H 0.43536 5.58446 -4.25099
H 1.00577 -2.48939 2.36388
H 3.20750 -3.46415 -0.31857
H 3.14909 -3.56319 1.22735
H 2.16776 -0.88126 0.28139
H -0.99458 -0.39797 2.25603
H 0.19418 -2.48328 -6.45315
H 4.61230 0.64097 6.33132
H 2.77040 4.75179 -3.70590
H 4.70339 3.86402 5.99497
H -1.58792 4.21565 -0.65632
H 5.79203 1.33934 5.21959
H 2.79213 -1.65588 -1.97070
H 7.20903 0.26669 2.39935
H 5.48429 0.43253 2.37483
H 4.18846 2.00662 2.86389
H -6.21422 2.62359 -2.75809
H -2.86543 -0.47909 -4.79918
H -3.66356 2.37513 -1.57872
H -0.56457 1.95308 -4.98993
H -1.99789 -4.10388 3.43543
H -3.21919 0.13544 3.96019
H -4.35999 -4.20135 2.55260
H -0.25309 3.64297 0.42108
H 3.87905 2.83500 7.07245
H 4.64478 0.13663 4.61382
H -4.34210 1.39727 0.30589
H 2.58262 6.29051 -3.00155
H 3.62336 -7.51353 4.53831
H -4.06254 2.54624 -4.57089
H 1.54977 -5.35024 1.14750
H 3.99101 6.34248 -1.18088
H 3.49088 -3.13184 -3.60018
H 1.98132 -0.20881 4.45239
H -5.04479 -0.15841 -6.40127
H 0.07241 -6.01902 1.92677
H 2.72454 4.90397 5.18188
H 2.47277 5.73421 1.16842
H -2.50713 -2.11225 -5.40925
H -0.09009 7.00072 -2.37986
H -1.42438 -0.78891 -5.78666
H 2.43363 -4.92924 4.65980
H 1.47798 2.88462 2.72642
H -1.54971 -2.47421 4.17055
H -1.61350 -1.32236 -0.22905
H 3.41152 -5.14963 -2.27116
H 4.46987 -1.22369 0.35011
H 0.15366 1.03408 6.32298
H -1.12182 5.88420 -2.52277
H 5.25852 3.01126 3.66064
H 3.20790 -5.26554 3.23859
H -5.99117 -2.48776 2.13283
H -5.93229 -0.52871 3.24681
H 0.54180 4.07752 3.60377
H -3.77868 0.10137 -2.64984
H 1.56094 -2.42278 -1.64601
H 6.01981 -4.45421 -0.67665
H 1.63392 2.75758 -1.80543
H -3.54826 -2.41288 -8.38324
H 4.33230 4.95611 -0.27419
H 1.82827 -2.61340 3.71592
H 5.59417 -3.77603 1.53737
H -4.14022 -1.43573 -0.10294
H 2.13744 -8.42861 4.85730
H -6.15693 0.78896 2.15021
H -4.88554 -1.89212 -6.16324
H 4.80540 5.00280 -2.04216
H -0.20262 -0.53531 -3.47357
H -0.42123 0.82471 0.26811
H -5.21173 0.38160 -1.73804
H 4.25401 -1.58690 2.04765
H -5.83287 -3.23534 0.63087
H -1.24710 -2.87296 2.55275
H -1.70371 -0.51621 -2.56498
H -5.06842 0.93946 3.41475
H -0.41181 0.61810 -2.21360
H -0.31641 -2.30122 0.21333
H 0.15445 -4.36837 1.10613
H 1.15733 3.16710 7.09951
H 0.31794 -4.46096 3.76315
H -4.87208 -3.34136 -8.47053
H -6.82524 -2.79455 -7.91612
H 3.10837 2.65633 -0.84368
H -5.03231 -0.60051 -8.95333
H -0.06104 7.48131 -0.17739
H -5.09404 -2.05944 4.21920
H -0.98366 2.11505 5.69551
H -0.31946 0.78939 4.67428
H 0.50764 4.26711 5.90265
H 1.54064 -1.80945 -4.38993
H 3.64762 3.62999 3.32383
H 5.44178 -2.95083 -1.36096
H 3.34814 2.82060 -2.44265
H -3.09692 1.58186 1.58289
H 0.36007 -4.23754 -6.93222
H -4.33218 -3.56478 4.72019
H -7.25883 -1.07406 -7.67966
H 2.57728 -6.91519 5.75898
*
```



(2)
Density functional theory data (ωB97M-V/def2-TZVPD) for a cluster of 4 separate species, C51H31NO12 in total at a distorted geometry.

## Properties
orbital gap: 8.36 eV
SMILES: O=C=NC1=C(CCCC(=O)O)C(=O)OC1=O.O=C1c2ccccc2C(=O)c2ccccc21.O=C1c2ccccc2C(=O)c2ccccc21.O=C1c2ccccc2C(=O)c2ccccc21

Structure (ORCA input):
```
! RIJCOSX wB97M-V def2-TZVPD def2/J DEFGRID3
* xyz 0 1
O 1.34922 0.10645 2.73840
O -1.06523 5.71111 1.82666
O 1.54041 5.34545 -2.17584
O -0.72266 0.55000 3.53488
O -3.52636 1.23901 -0.12297
O 0.83378 -2.09390 -8.65163
O 1.87094 -0.42367 -3.66700
O 2.54321 -2.37906 10.22160
O -0.42856 6.36893 -2.72697
O 5.27078 -1.62055 5.67234
O 2.67592 3.43869 -1.76623
O -7.33049 0.03917 -3.70069
N -1.53550 4.80432 -0.31364
C 1.77431 0.12014 -5.95987
C -5.51559 2.07100 -4.36795
C 1.31811 -2.23234 -5.07517
C 0.02824 2.11516 -0.87182
C 0.93182 -4.45422 -4.25394
C 1.67339 -0.81113 -4.80009
C -5.47763 1.39213 -3.15748
C 6.64377 -3.17701 10.21041
C 1.02302 -2.66170 -6.37117
C 0.33343 3.50582 -1.29573
C -6.43820 -0.34938 -1.55261
C 4.62243 -2.48512 9.11693
C -5.43305 -0.05388 -0.62784
C 2.46034 -1.81240 7.93378
C 1.08350 -1.62921 7.95231
C -6.49043 0.33366 -2.87897
C -4.50184 1.71433 -2.21332
C -4.41039 0.98716 -0.91846
C -5.38845 -0.72546 0.58711
C 2.50709 -1.16943 5.61076
C 5.32987 -2.30394 7.92700
C 0.66524 -3.98401 -6.59742
C 7.34561 -3.01142 9.02112
C 6.69159 -2.57257 7.88359
C -6.35087 -1.67350 0.88643
C 0.42501 -1.22112 6.80535
C -1.28327 5.26294 0.79692
C -0.36769 4.62425 -1.09253
C -7.40332 -1.29783 -1.24391
C 1.27532 -3.13439 -4.02020
C 5.28598 -2.91484 10.25849
C 3.15254 -2.23616 9.18278
C 1.13481 -0.98252 5.63306
C 3.17454 -1.59205 6.75337
C 2.25775 2.31796 -6.79543
C 1.61530 3.96917 -1.84854
C 1.64236 0.56584 -8.32457
C 0.61956 -4.87716 -5.54145
C 2.01455 1.87864 -8.09257
C -3.63529 3.40727 -3.67833
C 4.64597 -1.81878 6.69293
C 0.20841 5.65660 -2.01488
C -4.59645 3.07437 -4.62746
C 1.51585 -0.31721 -7.26047
C 1.09865 -1.72343 -7.52851
C 0.51854 1.77076 0.54125
C -7.36216 -1.95409 -0.02584
C 2.14071 1.43934 -5.73291
C -3.58890 2.72401 -2.47610
C -0.38138 0.70181 1.16592
C 0.01268 0.44252 2.58989
H -0.35570 -0.21857 0.58600
H 2.11556 2.56388 -8.92328
H 8.40551 -3.22433 8.98424
H 0.42890 2.66896 1.15204
H 0.42733 1.43274 -1.61929
H -0.64830 -1.08458 6.82058
H -2.92567 4.19985 -3.87721
H -6.26810 1.81052 -5.09853
H 0.90545 -5.15705 -3.43220
H 1.44864 0.21732 -9.32900
H -4.63081 3.60387 -5.56986
H 1.55404 1.45569 0.49695
H 3.06821 -0.99322 4.70375
H -1.05507 2.01613 -0.90648
H 4.73127 -3.04400 11.17692
H -2.85041 2.97612 -1.72946
H -8.11892 -2.68832 0.21499
H -8.18260 -1.51403 -1.96072
H 2.33500 1.77024 -4.72185
H 1.51521 -2.79572 -3.02235
H -6.31748 -2.19345 1.83420
H 0.34395 -5.90768 -5.72015
H 0.53748 -1.81065 8.86723
H 2.54407 3.34545 -6.61566
H 0.42815 -4.30466 -7.60183
H -1.39948 1.07127 1.15477
H 0.64659 -0.65284 4.73362
H 7.22939 -2.43754 6.95598
H -4.60170 -0.49732 1.29244
H 7.15853 -3.51439 11.09996
H 1.80466 0.90121 3.04813
*
```



(3)
Density functional theory data (ωB97M-V/def2-TZVPD) for a structure of composition C51H36BCl4N5O2PdS.

## Properties
orbital gap (alpha / beta): 4.88 / 4.88 eV

Structure (ORCA input):
```
! RIJCOSX wB97M-V def2-TZVPD def2/J DEFGRID3
* xyz 0 1
Pd 0.24023 0.32247 -0.21619
Cl 6.20195 -6.83089 -1.15152
Cl -1.89613 -1.15854 -9.26356
Cl 3.62625 2.43681 8.34390
Cl -2.83230 9.15513 -0.79501
S 3.04001 0.85735 -3.51883
O -0.68366 -2.49780 0.95825
O -1.16341 -0.66941 2.25093
N 1.19503 -0.86754 1.35702
N 0.41410 -1.23965 -1.49781
N -0.79262 1.33612 -1.60900
N 2.51745 0.98503 -0.76015
N -0.04644 1.83483 1.11592
C -2.82718 5.31671 0.29356
C 1.20639 -2.32934 -1.30595
C 5.01332 -5.59703 -0.86300
C -3.15931 6.65759 0.18455
C -3.28407 -1.26027 3.20846
C -1.08030 3.56489 2.20434
C 2.91158 2.02343 6.81829
C 1.18820 -3.15082 -2.49670
C 2.17447 -1.78782 0.89713
C -1.31992 3.35675 -0.30020
C 2.28430 2.63463 4.59292
C -1.08151 5.60719 -1.31611
C 4.41176 -3.28400 -0.76713
C -1.94069 -3.73461 2.55413
C -0.38698 2.87133 3.12666
C 0.28970 1.80443 2.43384
C 2.84460 2.97476 5.81398
C 3.72249 -5.96227 -0.52000
C -1.40462 6.95001 -1.43603
C -1.08805 -0.52041 -4.86529
C -1.77286 4.77341 -0.43638
C -2.11888 -1.79092 -6.64646
C -0.80007 0.15550 -7.16966
C 1.79521 1.34966 4.35897
C 3.26335 -1.72035 1.78504
C 2.78634 0.95560 -1.90015
C 5.36766 -4.26400 -0.98907
C -2.03312 -2.69978 1.44207
C -0.55597 0.34615 -5.81872
C 2.77411 -4.97344 -0.30244
C -1.58328 -0.91309 -7.57364
C -2.87155 -3.22523 0.29394
C 1.87295 0.41407 5.38886
C -2.43518 7.47013 -0.67151
C 2.42021 0.74435 6.61850
C -1.88778 1.92634 -3.52123
C -3.09165 -0.41395 0.87679
C -1.86569 -1.59049 -5.29839
C 3.02950 -0.73092 2.69830
C 1.78030 -0.14635 2.43109
C -2.44145 -1.27755 1.95023
C -0.06445 -1.31013 -2.76687
C -0.76862 -0.31643 -3.42558
C -1.10584 0.91230 -2.85569
C -1.30410 2.58571 -1.45873
C -1.99815 2.96105 -2.66829
C 3.10831 -3.62853 -0.41977
C 1.23399 0.96776 3.03495
C 0.40805 -2.52866 -3.39169
C 2.07348 -2.56047 -0.23903
C -0.86487 2.90785 0.93685
B -0.23059 -1.31337 1.47482
H -1.37244 -3.35003 3.40237
H -3.17007 0.60734 1.25405
H -2.72520 -2.62291 -6.97829
H 6.37649 -3.99585 -1.27213
H -2.75158 -2.60195 -0.59169
H 2.25527 3.36722 3.79608
H 4.66878 -2.23814 -0.89538
H -3.45288 -0.22438 3.50534
H -2.30204 -2.26483 -4.57045
H -0.26247 5.19907 -1.89654
H 2.45672 0.02019 7.42095
H 1.75933 -5.24851 -0.03902
H -3.92664 -3.25684 0.57207
H -3.43367 4.67550 0.92180
H 3.71078 -0.39338 3.46268
H -2.93026 -4.03898 2.89867
H -1.68665 4.43580 2.37988
H 4.15942 -2.31141 1.70123
H -2.52669 3.88724 -2.81831
H 0.20970 -2.83750 -4.40364
H 0.08792 1.15713 -5.49708
H -0.37158 0.82273 -7.90538
H -1.41873 -4.61003 2.16693
H 3.23196 3.96986 5.98541
H 1.47883 -0.58286 5.23167
H -2.54727 -4.23585 0.04144
H 1.73402 -4.06832 -2.63816
H 3.46453 -7.00893 -0.42842
H -2.79419 -1.77174 4.03464
H -4.09096 -0.77514 0.63119
H -2.48812 -0.39002 -0.03095
H -4.25272 -1.72936 3.02267
H -3.97894 7.07340 0.75516
H -0.85492 7.59096 -2.11218
H -2.31888 1.83589 -4.50411
H -0.35081 3.04936 4.18900
*
```